(1)
{
  "formula": "C7H19B3NO6",
  "method": "ωB97M-V with the def2-TZVPD basis set",
  "relative_energy_ev": 0.000,
  "charge": 1,
  "energy_ha": -858.8402,
  "symbols": ["C", "C", "O", "C", "O", "C", "C", "C", "B", "O", "B", "O", "B", "C", "N", "O", "H", "H", "H", "H", "H", "H", "H", "H", "H", "H", "H", "H", "H", "H", "H", "H", "O", "H", "H", "H"],
  "xyz": [[0.63410, -1.79746, 4.74969], [-0.02147, -1.54570, 3.40581], [0.56929, -2.43986, 2.43828], [-0.32731, -3.00166, 1.58424], [-0.78000, -4.10032, 1.77222], [-0.75539, -2.19268, 0.37007], [0.12842, -0.99160, -0.00246], [-0.44857, 0.40332, 0.41239], [-0.23119, 1.35752, -0.79524], [-1.24005, 1.41951, -1.80633], [-0.94685, 2.19670, -2.94673], [0.07525, 3.08851, -2.87827], [1.15605, 2.46933, -2.22338], [2.46623, 2.13924, -2.99712], [3.48100, 1.49311, -2.14351], [0.90057, 2.10970, -0.90564], [0.76070, -2.86483, 4.89799], [1.60110, -1.29986, 4.77103], [0.03450, -1.36936, 5.55058], [-1.10231, -1.68404, 3.45652], [0.16410, -0.51423, 3.10504], [-1.77983, -1.87828, 0.58280], [-0.80642, -2.88304, -0.46755], [0.25856, -1.02432, -1.08734], [1.11990, -1.11614, 0.42109], [-1.50665, 0.26515, 0.64769], [0.09388, 0.74329, 1.28812], [-1.53032, 2.05485, -3.97102], [2.83297, 3.03448, -3.50895], [2.17724, 1.43373, -3.78225], [4.04526, 0.87692, -2.70969], [4.07817, 2.19494, -1.73157], [-3.82611, 0.84206, -1.58749], [-2.82997, 0.99598, -1.49267], [-4.34224, 1.58854, -1.22973], [-4.10259, -0.00350, -1.18662]]
}

(2)
{
  "formula": "C5H8O",
  "method": "ωB97M-V with the def2-TZVPD basis set",
  "relative_energy_ev": 3.887,
  "charge": 0,
  "energy_ha": -270.4151,
  "symbols": ["C", "C", "C", "C", "C", "H", "H", "H", "H", "H", "H", "H", "H", "O"],
  "xyz": [[0.27975, -1.32547, -1.89457], [0.05017, -0.38808, -0.88351], [-0.97036, -0.36411, 0.23457], [-0.41998, 0.66287, 1.23112], [0.94476, 1.13161, 0.63124], [-0.42401, -2.11566, -1.99661], [1.11662, -1.35625, -2.67935], [-1.06830, -1.40845, 0.68130], [-1.95698, -0.00334, -0.16729], [-1.18721, 1.42804, 1.29700], [-0.30190, 0.18230, 2.26889], [1.79891, 0.25846, 1.19983], [1.44044, 2.45266, 0.96609], [0.69811, 0.84540, -0.88871]]
}

(3)
{
  "formula": "C2H2Cl3P",
  "method": "ωB97M-V with the def2-TZVPD basis set",
  "relative_energy_ev": 0.325,
  "charge": 0,
  "smiles": "C=C(Cl)P(Cl)Cl",
  "energy_ha": -1799.3532,
  "symbols": ["C", "C", "Cl", "P", "Cl", "Cl", "H", "H"],
  "xyz": [[-0.39049, 0.05195, -0.01732], [-1.65052, 0.38419, -0.19859], [-2.20727, 1.62051, -1.24496], [-3.13930, -0.76815, 0.58133], [-4.12663, -1.18826, -1.09890], [-4.23224, 0.75467, 1.30248], [0.41516, 0.58747, -0.49702], [-0.13495, -0.76317, 0.63489]]
}